No. 1
This record from the Open Molecules 2025 dataset describes CHFLiNiO3 as an isolated structure. The level of theory is ωB97M-V with the def2-TZVPD basis set.

As for the multiplicity: 4. The value obtained for the HOMO-LUMO gap (spin up / spin down) is 6.722 / 10.698 eV. For the highest occupied orbital energy (spin up / spin down), the calculation gives -16.23 / -21.23 eV. For the lowest unoccupied orbital energy (spin up / spin down), the calculation gives -0.349 / -0.387 hartree. As for the net charge: +2. Its expectation value of S² is 3.7518.

Each line ends with the Löwdin spin population.
Atoms and positions in Å:
Li 1.890 1.697 2.014  0.00
O 0.096 0.745 -0.011  0.01
H -0.818 1.313 1.005  0.00
O -0.958 -0.932 -0.939  0.24
O 0.172 0.952 1.369  0.00
C 0.081 -0.412 -0.667  0.03
F 1.243 -0.831 -0.999  0.01
Ni -1.706 -2.532 -1.772  2.71

Forces on atoms 1 to 2 (eV/Å):
0.203 0.235 0.217
1.629 0.748 -4.515



No. 2
This record from the Open Molecules 2025 dataset describes the molecule CHFN2O. The level of theory is ωB97M-V with the def2-TZVPD basis set.

As for the multiplicity: 1. The value obtained for the HOMO-LUMO gap is 11.037 eV. The value obtained for the energy above the lowest of the compared OMol25 structures with the same formula, charge and spin is 246.5 kJ/mol. For the highest occupied orbital energy, the calculation gives -10.34 eV. For the lowest unoccupied orbital energy, the calculation gives 0.026 hartree. As for the SMILES: O=C1NN1F.

Each line ends with the Löwdin charge.
Atoms and positions in Å:
C -0.402 -0.704 -0.023  -0.43
N 0.751 -0.148 -0.221  0.14
N -0.294 0.738 -0.627  0.06
O -1.150 -1.543 0.289  0.18
F -0.579 1.648 0.436  -0.10
H 1.674 0.008 0.145  0.15

Forces on atoms 1 to 2 (eV/Å):
0.196 1.648 -0.510
0.323 -0.376 0.356



No. 3
This record from the Open Molecules 2025 dataset describes the molecule CHFN2O. The level of theory is ωB97M-V with the def2-TZVPD basis set.

As for the multiplicity: 3. The value obtained for the HOMO-LUMO gap (spin up / spin down) is 8.469 / 9.417 eV. The value obtained for the energy above the lowest of the compared OMol25 structures with the same formula, charge and spin is 82.9 kJ/mol. For the highest occupied orbital energy (spin up / spin down), the calculation gives -8.32 / -12.23 eV. For the lowest unoccupied orbital energy (spin up / spin down), the calculation gives 0.006 / -0.103 hartree. Its expectation value of S² is 2.0091.

Each line ends with the Löwdin spin population.
Atoms and positions in Å:
C -2.141 0.196 -0.182  0.13
N 0.219 0.442 -0.736  0.89
N -0.936 0.680 -0.902  0.76
O -2.781 1.004 0.382  0.07
F -2.805 -1.171 -0.195  0.06
H 0.519 -0.262 -0.041  0.08

Forces on atoms 1 to 2 (eV/Å):
-1.397 0.434 -0.486
3.053 -1.884 0.986



No. 4
This record from the Open Molecules 2025 dataset describes a 2-piece molecular cluster, CHFN2O2S overall. The level of theory is ωB97M-V with the def2-TZVPD basis set.

As for the multiplicity: 3. The value obtained for the HOMO-LUMO gap (spin up / spin down) is 11.215 / 5.601 eV. The value obtained for the energy above the lowest of the compared OMol25 structures with the same formula, charge and spin is 21.2 kJ/mol. For the highest occupied orbital energy (spin up / spin down), the calculation gives -10.90 / -10.35 eV. For the lowest unoccupied orbital energy (spin up / spin down), the calculation gives 0.012 / -0.175 hartree. Its expectation value of S² is 2.0293.

Each line ends with the Löwdin spin population.
Atoms and positions in Å:
C -0.537 -0.429 1.878  0.11
N -1.270 -0.474 2.808  0.47
N 0.289 -0.362 0.974  0.41
O -2.301 2.113 -1.737  0.27
O -0.448 0.478 -1.491  0.24
F 0.076 2.888 -1.828  0.14
S -1.025 1.776 -1.177  0.35
H 0.225 -0.312 -0.038  0.01

Forces on atoms 1 to 2 (eV/Å):
-0.379 -0.026 -0.693
-0.742 -0.051 1.007



No. 5
This record from the Open Molecules 2025 dataset describes a 2-piece molecular cluster, CHFN2O3 overall. The level of theory is ωB97M-V with the def2-TZVPD basis set.

As for the multiplicity: 1. The value obtained for the HOMO-LUMO gap (spin up / spin down) is 7.469 / 7.504 eV. The value obtained for the energy above the lowest of the compared OMol25 structures with the same formula, charge and spin is 337.1 kJ/mol. For the highest occupied orbital energy (spin up / spin down), the calculation gives -8.39 / -8.33 eV. For the lowest unoccupied orbital energy (spin up / spin down), the calculation gives -0.034 / -0.030 hartree.

Each line ends with the Löwdin charge.
Atoms and positions in Å:
C 0.503 -0.556 -0.160  -0.39
N 0.954 1.790 0.609  0.08
N 0.429 1.704 -1.854  0.05
O 1.259 2.196 -0.489  -0.17
O 1.064 1.737 -2.786  0.14
O 0.195 -0.550 -1.333  0.05
F 1.712 -0.736 0.315  0.09
H -0.207 -0.367 0.688  0.14

Forces on atoms 1 to 2 (eV/Å):
-2.669 0.361 -0.965
-0.099 0.632 -1.317



No. 6
This record from the Open Molecules 2025 dataset describes an isolated ion of composition CHFNO2S and charge -1. The level of theory is ωB97M-V with the def2-TZVPD basis set.

As for the multiplicity: 1. The value obtained for the HOMO-LUMO gap is 8.361 eV. The value obtained for the energy above the lowest of the compared OMol25 structures with the same formula, charge and spin is 82.2 kJ/mol. For the highest occupied orbital energy, the calculation gives -4.24 eV. For the lowest unoccupied orbital energy, the calculation gives 0.152 hartree. As for the net charge: -1.

Each line ends with the Löwdin charge.
Atoms and positions in Å:
C -0.885 0.755 -0.183  -0.43
N 0.322 0.887 -0.023  -0.09
O 0.546 -1.989 -0.364  -0.61
O 1.907 -0.627 1.200  -0.58
F -1.741 1.796 0.066  -0.07
S 1.432 -0.743 -0.185  0.65
H -1.581 -0.078 -0.511  0.12

Forces on atoms 1 to 2 (eV/Å):
-0.734 -1.206 -0.417
0.118 -0.818 -0.435



No. 7
This record from the Open Molecules 2025 dataset describes CHFNO3 as an isolated structure. The level of theory is ωB97M-V with the def2-TZVPD basis set.

As for the multiplicity: 1. The value obtained for the HOMO-LUMO gap (spin up / spin down) is 8.161 / 8.133 eV. The value obtained for the energy above the lowest of the compared OMol25 structures with the same formula, charge and spin is 272.7 kJ/mol. For the highest occupied orbital energy (spin up / spin down), the calculation gives -4.23 / -4.21 eV. For the lowest unoccupied orbital energy (spin up / spin down), the calculation gives 0.144 / 0.144 hartree. As for the net charge: -1.

Each line ends with the Löwdin charge.
Atoms and positions in Å:
C -1.105 -1.351 -0.092  -0.81
N -0.056 -0.522 -0.399  0.24
O -1.872 -0.430 -0.562  0.01
O -1.261 -2.460 0.315  0.07
O 1.917 -1.006 0.520  -0.29
F 2.771 -0.746 -0.545  -0.30
H 0.076 0.229 0.266  0.08

Forces on atoms 1 to 2 (eV/Å):
-0.949 0.448 -0.130
2.440 0.273 -0.129



No. 8
This record from the Open Molecules 2025 dataset describes an isolated ion of composition CHFNO3S and charge -1. The level of theory is ωB97M-V with the def2-TZVPD basis set.

As for the multiplicity: 1. The value obtained for the HOMO-LUMO gap is 9.658 eV. The value obtained for the energy above the lowest of the compared OMol25 structures with the same formula, charge and spin is 54.2 kJ/mol. For the highest occupied orbital energy, the calculation gives -5.37 eV. For the lowest unoccupied orbital energy, the calculation gives 0.157 hartree. As for the SMILES: [H]/N=C(/F)S(=O)(=O)[O-]. As for the net charge: -1.

Each line ends with the Löwdin charge.
Atoms and positions in Å:
C -0.242 0.033 -0.905  -0.46
N 0.142 -1.034 -1.457  0.14
O 1.106 -0.663 1.187  -0.40
O -1.252 0.092 1.411  -0.38
O 0.538 1.713 1.129  -0.36
F -0.972 1.039 -1.442  0.03
S 0.090 0.370 0.866  0.43
H 0.590 -1.552 -0.787  0.00

Forces on atoms 1 to 2 (eV/Å):
0.952 -0.224 0.901
-2.702 3.214 -2.547



Number 1: maximum force 0.0945 Eh/bohr. Number 2: maximum force 0.0338 Eh/bohr. Number 3: maximum force 0.1034 Eh/bohr. Number 4: maximum force 0.0534 Eh/bohr. Number 5: maximum force 0.0576 Eh/bohr. Number 6: maximum force 0.0583 Eh/bohr. Number 7: maximum force 0.0482 Eh/bohr. Number 8: maximum force 0.0955 Eh/bohr.